This record from the Open Molecules 2025 dataset describes a cluster of 2 separate species, C3H12N2O in total at a distorted geometry. The level of theory is ωB97M-V/def2-TZVPD.

Calculated values
- E: -8332.56216 eV
- E_HOMO: -0.323 Ha

Geometry (Å):
N: 0.642 -0.467 1.455
C: -0.107 -0.231 0.180
C: -0.031 -1.584 -0.566
C: -1.493 0.394 0.334
N: -1.637 1.783 -0.109
H: 1.085 0.400 1.720
H: -0.050 -0.696 2.163
H: 0.579 0.404 -0.380
H: -0.136 -1.581 -1.654
H: 0.956 -1.975 -0.329
H: -0.770 -2.285 -0.170
H: -1.675 0.480 1.417
H: -2.265 -0.269 -0.055
H: -2.444 2.104 -0.609
H: -1.288 2.405 0.594
H: 2.464 -0.216 -1.537
H: 3.221 1.000 -1.546
O: 2.949 0.335 -0.908